Density functional theory data (the ωB97M-V functional and the def2-TZVPD basis) for C4H9N3 in the gas phase in a non-equilibrium geometry.

Summary:
Energy above the lowest of the compared OMol25 structures with the same formula, charge and spin, kJ/mol: 89.09
Total energy, Ha: -322.05642

XYZ file:
```
16
Properties=species:S:1:pos:R:3:lowdin_charge:R:1
H 1.9086 -2.0061 -0.0772 0.1305
C -0.3568 0.5239 -0.0008 -0.4363
H -2.0989 -1.3023 -0.9358 0.0877
N 2.5991 0.0089 -0.0534 0.0906
H -0.3941 2.6348 -0.0502 0.0739
C -2.3326 -0.7064 -0.0265 -0.1575
N -1.6203 0.5317 -0.0716 0.0008
C 1.7414 -0.9052 -0.0343 -0.2869
H -0.2141 -1.4948 0.2304 0.1138
H 1.1697 1.8786 -0.7597 0.0718
H -1.9918 -1.2810 0.8277 0.0654
N 0.3674 -0.6585 0.0589 0.0669
H 0.7852 1.9244 1.0003 0.0856
H -3.4199 -0.5281 -0.0346 0.0786
C 0.3546 1.8467 -0.0162 -0.0379
H 3.5025 -0.4667 -0.0570 0.0530
```

***

Density functional theory data (the ωB97M-V functional and the def2-TZVPD basis) for C4H9N3 in the gas phase in a non-equilibrium geometry.

Summary:
Energy above the lowest of the compared OMol25 structures with the same formula, charge and spin, kJ/mol: 203.95
Total energy, Ha: -322.01267

XYZ file:
```
16
Properties=species:S:1:pos:R:3:lowdin_charge:R:1
C -0.0312 -0.4634 -0.8319 -0.3522
H 0.3722 -2.0726 0.4773 0.0978
H -1.3994 1.2275 -0.1023 0.0876
H 0.0082 -1.0006 -1.7711 0.1289
N -0.4626 -0.3618 1.5862 0.0163
H 0.6036 1.1487 2.5591 0.1261
H -1.3921 -1.6763 0.2023 0.1171
H -1.1697 1.2236 -1.8913 0.0874
N 1.4372 0.7679 0.6133 -0.0578
C -1.1429 0.5749 -0.9764 -0.0890
H -2.0340 0.0233 -1.1202 0.0488
N 1.3348 0.2003 -0.6649 -0.0394
H 2.0205 -0.5557 -0.7752 0.1079
H 1.6796 1.7952 0.6113 0.1418
C 0.5339 0.4628 1.6637 -0.2247
C -0.3582 -1.2937 0.4203 -0.1966
```

***

Density functional theory data (the ωB97M-V functional and the def2-TZVPD basis) for C4H9N3 in the gas phase in a non-equilibrium geometry.

Summary:
Energy above the lowest of the compared OMol25 structures with the same formula, charge and spin, kJ/mol: 407.51
Total energy, Ha: -321.93514

XYZ file:
```
16
Properties=species:S:1:pos:R:3:lowdin_charge:R:1
N 0.1023 0.6180 1.6542 -0.0400
C -0.3174 -1.1681 0.2323 -0.2133
H -0.7470 2.3637 2.2279 0.1078
H 1.0293 -2.7567 -0.5573 0.0921
H 1.3048 -1.1898 -1.1871 0.0755
C 0.3112 1.9754 2.0210 -0.1606
H -1.0058 -0.1483 -2.0710 0.0735
C 0.6206 -1.8071 -0.7615 -0.1232
H -1.4337 -1.6266 -2.6947 0.0379
N -0.7676 -1.8590 -0.9903 -0.1420
H 0.1928 0.9940 -0.3903 0.1344
C -0.0585 0.3024 0.4653 -0.1767
N -1.4724 -1.0553 -1.9235 0.0437
H -0.5673 -1.5891 1.2721 0.1538
H 0.8087 2.7951 1.4335 0.0853
H 0.9212 1.8534 2.8817 0.0517
```

***

Density functional theory data (the ωB97M-V functional and the def2-TZVPD basis) for a gas-phase ion, C4H9N3 (charge +2) in a non-equilibrium geometry.

Summary:
Net charge: +2
Energy above the lowest of the compared OMol25 structures with the same formula, charge and spin, kJ/mol: 208.02
Total energy, Ha: -321.32119

XYZ file:
```
16
Properties=species:S:1:pos:R:3:lowdin_charge:R:1
H -2.8741 -1.0542 0.0060 0.2024
H 0.9059 -0.2829 -1.6080 0.1985
C -0.2855 1.8452 0.1047 0.0323
H -2.2702 1.4910 0.2625 0.2840
C 1.5956 -1.0975 0.4057 -0.0593
C 1.0059 -0.1088 -0.4503 -0.0966
H 2.7523 -1.1114 0.3285 0.1566
H 1.7941 1.7598 -0.4878 0.2010
H -1.6342 -2.0999 -0.4901 0.1635
C -1.0710 -0.2110 -0.0866 -0.1078
H -0.4742 2.8763 0.3731 0.1936
N -1.2536 1.0136 0.3337 0.1327
N 0.9277 1.3211 -0.1873 0.1492
H 1.4816 -2.1660 0.0329 0.1368
H 1.2272 -0.9371 1.4672 0.1328
N -1.8275 -1.2380 -0.0044 0.2801
```